Entry 1:
75
Properties=species:S:1:pos:R:3:lowdin_charge:R:1 method="wB97M-V/def2-TZVPD" homo_lumo_gap_ev="6.8 / 4.7" spin_multiplicity=2 e_lumo_ev="-13.21 / -15.27" total_charge=+4 energy_ev=-66863.876 homo_energy_ha="-0.734 / -0.734"
Ir 0.79 -0.07 -0.11 0.92
C 1.11 -0.43 -3.65 -0.20
P 1.33 0.79 -2.34 0.73
C 0.56 2.31 -2.95 -0.20
C 3.11 1.16 -2.23 -0.37
C 3.88 -0.04 -1.69 -0.34
P 3.07 -0.80 -0.23 0.78
C 3.29 -2.58 -0.41 -0.20
C 4.05 -0.34 1.21 -0.20
H 1.55 -0.04 -4.57 0.09
H 0.05 -0.61 -3.81 0.04
H 1.60 -1.38 -3.41 0.05
H 0.97 2.50 -3.95 0.09
H 0.81 3.16 -2.32 0.06
H -0.52 2.20 -3.04 0.04
H 3.24 2.04 -1.60 0.10
H 3.46 1.44 -3.23 0.12
H 4.89 0.24 -1.42 0.12
H 3.96 -0.82 -2.45 0.10
H 4.36 -2.77 -0.53 0.09
H 2.77 -2.96 -1.29 0.05
H 2.95 -3.12 0.47 0.07
H 5.07 -0.69 1.04 0.09
H 3.67 -0.83 2.11 0.06
H 4.07 0.74 1.37 0.06
C 2.23 3.00 4.13 0.01
C 2.07 3.11 2.75 -0.02
C 1.58 2.04 2.03 -0.08
C 1.25 0.86 2.71 -0.29
C 1.41 0.73 4.09 0.02
C 1.90 1.82 4.79 0.00
N 0.79 -0.23 1.91 -0.15
N 0.46 -1.30 2.48 0.16
C 0.16 -2.29 1.55 -0.28
C -0.17 -3.57 1.94 0.07
C -0.40 -4.53 0.96 0.04
C -0.29 -4.16 -0.38 0.03
C 0.05 -2.86 -0.71 -0.11
N 0.26 -1.93 0.24 -0.12
H 2.62 3.83 4.69 0.14
H 2.34 4.04 2.25 0.13
H 1.46 2.12 0.95 0.08
H 1.18 -0.20 4.59 0.13
H 2.05 1.74 5.86 0.14
H -0.23 -3.80 3.00 0.15
H -0.65 -5.55 1.23 0.15
H -0.45 -4.88 -1.17 0.14
H 0.15 -2.53 -1.73 0.11
C -1.50 2.62 0.23 -0.19
P -1.50 0.85 -0.17 0.91
C -2.34 0.64 -1.74 -0.43
C -2.26 -0.59 -2.40 -0.14
C -2.94 -0.80 -3.59 -0.04
C -3.69 0.23 -4.14 0.00
C -3.78 1.46 -3.50 -0.01
C -3.12 1.66 -2.29 -0.07
C -2.68 0.22 1.10 -0.22
C -2.47 0.58 2.47 -0.04
C -3.43 0.33 3.41 0.03
C -4.61 -0.36 3.01 0.13
C -4.81 -0.76 1.66 0.05
C -3.85 -0.50 0.73 -0.01
H -2.53 3.00 0.29 0.08
H -0.97 3.16 -0.55 0.06
H -1.01 2.80 1.19 0.05
H -1.68 -1.40 -1.96 0.07
H -2.89 -1.76 -4.09 0.13
H -4.22 0.08 -5.07 0.14
H -4.37 2.26 -3.93 0.14
H -3.21 2.63 -1.80 0.11
H -1.56 1.09 2.77 0.11
H -3.31 0.64 4.44 0.15
H -5.37 -0.60 3.76 0.16
H -5.74 -1.25 1.38 0.15
H -3.99 -0.79 -0.31 0.12

Entry 2:
69
Properties=species:S:1:pos:R:3:nbo_charge:R:1 method="wB97M-V/def2-TZVPD" homo_lumo_gap_ev=7.9 e_lumo_ev=-1.01 energy_ev=-62409.600 homo_energy_ha=-0.328
Be 0.00 -0.17 0.01 1.66
N 1.34 -0.63 -2.77 0.72
O 1.35 0.47 -2.23 -0.57
O 0.96 -1.56 -2.05 -0.56
O 1.60 -0.76 -3.96 -0.47
N -1.15 0.37 2.81 0.73
O -1.83 0.24 1.83 -0.58
O -1.55 0.88 3.82 -0.51
O 0.00 0.07 2.73 -0.53
C -4.45 -0.69 -0.64 -0.27
O -4.03 -1.73 -1.61 -0.50
C -2.79 -2.04 -1.83 1.01
O -1.90 -1.59 -1.13 -0.70
O -2.71 -2.82 -2.91 -0.49
C -1.49 -3.13 -3.52 -0.27
H -4.05 -0.72 0.38 0.21
H -5.53 -0.65 -0.52 0.21
H -4.07 0.30 -0.91 0.20
H -1.42 -4.04 -4.12 0.21
H -0.73 -3.41 -2.79 0.21
H -1.14 -2.19 -3.95 0.20
C -2.58 -3.13 1.87 -0.26
O -1.46 -3.97 1.71 -0.46
C -0.37 -3.49 1.25 1.02
O -0.12 -2.31 0.91 -0.74
O 0.51 -4.43 1.13 -0.48
C 1.89 -4.14 1.04 -0.26
H -2.83 -2.71 0.89 0.20
H -2.27 -2.33 2.54 0.21
H -3.46 -3.61 2.31 0.20
H 2.40 -4.96 0.53 0.20
H 2.20 -4.15 2.08 0.18
H 2.03 -3.19 0.52 0.23
C -2.98 3.19 0.14 -0.25
O -2.90 3.23 -1.25 -0.52
C -1.94 2.42 -1.96 1.02
O -1.39 1.42 -1.49 -0.69
O -1.68 2.95 -3.15 -0.47
C -0.87 2.28 -4.04 -0.28
H -3.55 4.07 0.45 0.20
H -2.03 3.29 0.67 0.19
H -3.45 2.25 0.42 0.19
H -1.30 1.37 -4.45 0.19
H 0.05 1.99 -3.53 0.22
H -0.53 2.91 -4.86 0.20
C 3.06 -1.19 3.65 -0.25
O 3.94 -0.89 2.53 -0.50
C 3.45 -0.52 1.35 1.02
O 2.27 -0.70 1.04 -0.71
O 4.39 -0.08 0.61 -0.48
C 4.17 0.58 -0.63 -0.26
H 2.46 -0.33 3.98 0.21
H 3.64 -1.34 4.56 0.20
H 2.53 -2.12 3.44 0.19
H 3.82 -0.01 -1.47 0.22
H 5.02 1.24 -0.81 0.20
H 3.36 1.28 -0.40 0.19
C 0.68 3.09 3.18 -0.27
O 1.59 3.60 2.23 -0.48
C 1.57 3.09 1.02 1.02
O 0.98 2.05 0.74 -0.71
O 2.27 3.91 0.18 -0.50
C 2.39 3.58 -1.22 -0.25
H 0.33 3.86 3.87 0.20
H 1.21 2.37 3.80 0.20
H -0.25 2.67 2.82 0.21
H 1.41 3.39 -1.66 0.20
H 3.15 2.83 -1.42 0.19
H 2.78 4.47 -1.72 0.20